(1)
59
Properties=species:S:1:pos:R:3 method="wB97M-V/def2-TZVPD" relative_energy_kcal_mol=41.59 homo_ev=-7.3829 smiles="Cc1ccc(OCC(=O)Nc2ccc(N3CCN(C(=O)c4ccco4)CC3)cc2)c(C)c1" e_tot_ev=-39023.68668
C 1.123 -1.680 0.246
C 3.468 -2.052 -0.426
H -4.263 8.399 5.111
C 1.956 -3.033 -2.609
C -4.863 4.356 3.515
C -3.584 4.159 3.022
C 1.802 -3.564 -1.169
H -5.893 8.097 4.501
H -4.662 8.800 3.444
H 3.724 -1.299 0.319
N 3.298 -2.538 -2.807
C -2.700 5.243 2.918
N -1.888 0.834 1.795
C 3.987 -4.143 -4.535
H -0.302 -3.262 0.558
C -3.131 6.493 3.316
H 0.500 1.557 1.047
H 2.013 -5.785 -6.392
C -0.914 -0.034 1.289
H 1.254 -2.202 -2.755
O -3.082 2.950 2.606
C 4.291 -3.091 -3.548
C -5.268 5.623 3.906
H 4.685 -1.220 -2.027
H -0.756 5.946 2.362
C -1.319 5.017 2.382
H 2.250 0.161 0.142
C 1.317 -0.306 0.416
C 4.926 -4.905 -5.187
H 1.721 -3.819 -3.320
H -2.452 7.330 3.237
H 2.492 -4.403 -1.020
O -3.695 -0.516 2.181
H -1.608 1.805 1.875
C -1.120 -1.402 1.135
C -3.899 1.809 2.689
C -4.414 6.707 3.814
H -2.065 -1.832 1.421
H 0.784 -3.920 -1.030
H 2.990 -0.646 -2.011
C 3.647 -1.506 -1.849
C -0.118 -2.202 0.631
H -0.788 4.296 3.004
C -4.838 8.079 4.241
O 2.751 -4.462 -4.993
H -5.557 3.534 3.601
H -4.210 1.613 3.725
O 5.449 -2.712 -3.442
C -3.148 0.566 2.191
H 4.147 -2.902 -0.293
C 2.904 -5.418 -5.922
H 5.983 -4.859 -5.029
H -1.370 4.613 1.371
H -6.270 5.757 4.288
H -4.804 1.917 2.076
N 2.123 -2.535 -0.205
C 0.319 0.497 0.930
H 4.629 -6.462 -6.751
C 4.218 -5.735 -6.081

***

(2)
15
Properties=species:S:1:pos:R:3 method="wB97M-V/def2-TZVPD" relative_energy_kcal_mol=90.76 charge=+1 homo_ev=-11.6490 e_tot_ev=-11438.20591
N -0.235 1.227 -1.494
H 1.977 -0.631 0.832
H -0.697 -1.763 -2.978
F 2.047 1.257 0.128
N -0.534 -0.201 1.987
H -0.110 1.595 1.156
H -1.171 -1.912 2.853
C -0.169 0.178 -2.164
C -0.939 -1.384 2.007
H -1.010 -1.771 0.959
C 1.421 0.320 0.768
N -0.370 -0.924 -2.516
H 0.566 1.554 -0.963
C 0.173 0.569 1.240
H -0.949 1.886 -1.815

***

(3)
31
Properties=species:S:1:pos:R:3 method="wB97M-V/def2-TZVPD" relative_energy_kcal_mol=48.43 charge=-1 homo_ev=-7.3383 e_tot_ev=-26351.34720
H -0.944 -3.227 -0.754
H 1.630 1.747 1.690
H 1.105 3.032 -2.320
O 1.838 -0.748 1.140
O -0.891 0.823 2.066
O -1.584 -1.475 -2.332
H -1.335 0.200 1.515
O -0.318 -3.252 -0.026
O 1.496 2.167 2.537
O 0.980 -0.956 -0.798
O 1.139 0.952 0.046
O 0.049 -1.433 3.493
H -1.301 -0.835 -1.689
H 0.756 -0.541 -2.426
H -0.043 1.004 1.647
O 1.947 3.294 -1.986
O -2.128 -1.187 0.610
H 1.738 3.067 2.434
H -2.117 1.454 -0.138
N 1.544 -0.222 0.040
H -1.465 -1.832 0.387
H 0.664 0.528 -3.471
H -0.778 -1.043 3.274
H 0.280 -2.541 -0.252
O -1.408 1.241 -0.759
H -2.371 -1.385 1.513
H -0.572 1.122 -0.309
H -1.346 -1.054 -3.183
O 0.806 -0.380 -3.376
H 0.496 -1.224 2.669
H 2.131 2.703 -1.256

***

(4)
9
Properties=species:S:1:pos:R:3 method="wB97M-V/def2-TZVPD" relative_energy_kcal_mol=34.30 homo_ev=-9.2372 smiles=OCOP(I)I e_tot_ev=-30671.00623
H 0.196 0.013 -1.293
I -4.494 -1.654 0.388
I -3.286 2.174 -0.257
C -0.267 0.023 -0.342
O 0.753 -0.536 0.477
H 0.228 -0.863 1.269
H -0.421 1.229 -0.120
O -1.493 -0.592 -0.158
P -2.972 -0.198 -0.905

***

(5)
39
Properties=species:S:1:pos:R:3 method="wB97M-V/def2-TZVPD" relative_energy_kcal_mol=26.41 homo_ev=-8.9499 smiles=CCCN(C)CCN.O.O.O.O.O e_tot_ev=-19861.33777
H -2.533 -0.903 2.594
O -1.438 0.532 2.543
H -1.725 0.195 -2.343
C -0.799 -0.321 -2.040
H -1.206 2.079 -1.011
H 2.947 2.907 -1.264
H 2.964 -1.536 -3.297
H 1.201 1.471 -2.291
C 0.802 -0.550 -0.205
O 2.213 -0.934 -3.327
H 1.073 -0.048 0.727
C 0.911 2.179 -1.508
H 1.267 -0.394 4.295
H 1.081 1.085 4.163
H -0.067 -2.534 -0.641
C 0.568 -2.046 0.092
C -0.257 1.597 -0.675
H -2.493 -0.195 -0.236
C 2.117 2.517 -0.643
H -3.408 -1.305 1.342
H 1.528 -2.572 0.101
H 0.388 -1.769 2.132
O -3.445 -0.407 -0.189
H -0.151 1.890 0.405
H -0.028 -0.137 -2.815
H -1.293 0.464 1.591
H -1.028 -2.240 1.424
H -3.506 -1.052 -0.911
H 0.539 3.091 -2.027
N -0.013 -2.341 1.408
N -0.420 0.125 -0.696
H -1.022 -1.404 -2.055
H 2.538 1.641 -0.109
O 1.044 0.270 3.630
O -3.043 -1.635 2.188
H -0.583 0.357 2.975
H 1.766 -0.944 -2.476
H 1.612 -0.434 -0.922
H 1.902 3.299 0.069

***

(6)
31
Properties=species:S:1:pos:R:3 method="wB97M-V/def2-TZVPD" s2=0.7554 relative_energy_kcal_mol=0.00 charge=+2 homo_ev="-16.8677 / -16.8757" spin_multiplicity=2 e_tot_ev=-60236.16410
H -1.670 3.303 -2.381
C -1.707 -3.163 0.353
O 1.021 2.050 2.271
O 1.781 -0.950 -1.455
O -0.947 5.508 -0.210
F 3.825 -3.123 0.762
O 0.864 -0.022 1.224
C -0.544 3.113 -0.445
H -2.052 -0.326 1.895
C 0.624 1.548 1.317
C -0.181 4.468 0.105
C 3.926 -2.232 -0.195
S 2.352 -2.382 -1.246
O 2.579 -3.118 -2.417
N -1.350 -1.919 0.642
F 3.959 -1.010 0.301
H -1.144 -3.803 -0.309
C -2.220 -1.332 1.544
C -3.217 -2.157 1.931
H -1.497 0.793 -2.415
H -4.002 -1.951 2.640
F 4.938 -2.463 -0.975
O 1.259 -2.872 -0.302
C -0.098 1.902 0.099
S -3.100 -3.662 1.135
O 0.792 4.561 0.787
Tc 0.383 -1.015 -0.082
H -1.784 5.275 -0.641
C -1.189 2.728 -1.604
N -1.137 1.381 -1.677
N -0.461 0.870 -0.654

***

(7)
21
Properties=species:S:1:pos:R:3 method="wB97M-V/def2-TZVPD" relative_energy_kcal_mol=0.00 homo_ev=-8.7112 smiles=CPc1nc(C)cc(C)n1 e_tot_ev=-19705.79499
P 1.247 2.528 -0.327
H -3.684 -0.073 0.025
H -3.377 -0.627 1.679
C 2.420 2.034 -1.675
C 1.116 -2.569 0.490
C 0.353 -1.285 0.396
H 2.589 2.890 -2.323
C 0.479 0.950 0.013
H -3.362 1.112 1.290
H 2.142 -2.408 0.170
H 3.365 1.743 -1.222
C -1.646 0.045 0.619
C -3.111 0.117 0.933
C -0.994 -1.215 0.633
N -1.038 1.150 0.338
H 1.124 -2.904 1.526
H 2.026 1.205 -2.257
H 0.187 2.937 -1.134
H 0.656 -3.346 -0.117
H -1.562 -2.103 0.859
N 1.073 -0.182 0.086

***

(8)
93
Properties=species:S:1:pos:R:3 method="wB97M-V/def2-TZVPD" s2=2.0202 relative_energy_kcal_mol=5.21 charge=+1 homo_ev="-9.8266 / -9.8281" spin_multiplicity=3 e_tot_ev=-109218.35564
C 2.579 -2.027 -2.943
C -2.451 -1.422 0.553
H -5.468 -1.083 -0.978
H 3.013 -3.949 -2.133
C -1.202 3.926 -2.436
O 1.776 -0.890 -2.568
V -0.083 -1.369 -1.774
N -1.818 -0.374 1.113
S -1.792 -2.453 -0.659
H -6.467 -1.124 1.308
C -0.642 3.713 0.050
H 4.588 -0.592 5.853
C -3.895 -0.377 1.868
H -0.221 4.320 -4.312
H -1.208 5.968 -3.041
H 1.197 0.785 -3.624
C -5.180 -2.127 -0.846
C 3.627 -0.499 3.951
C -1.038 5.410 -2.121
H 5.585 0.394 3.832
O 1.204 -3.226 -1.416
H 3.316 0.624 5.801
C -0.791 1.791 -1.053
H 1.218 0.211 5.269
H 0.136 -4.177 0.059
S -1.169 0.600 -2.251
H -3.344 3.964 -2.089
H 3.121 -2.614 -0.963
H 3.787 0.727 -2.021
C 1.170 -3.961 -0.174
C -0.367 2.717 0.912
H -0.886 0.574 3.681
C -6.053 -2.116 1.489
H -5.267 -4.496 0.628
H -2.856 4.267 -3.766
C 2.120 0.313 -3.309
C 1.167 0.123 4.201
O 2.149 1.876 -1.522
H 3.363 -2.651 3.992
C -4.416 -3.853 0.849
H 0.166 -0.620 0.011
N -0.463 1.527 0.220
H -4.817 -0.165 2.374
H -2.510 1.225 2.402
C -2.731 0.293 1.912
H 3.209 3.642 -1.242
H -3.590 -4.153 0.211
H -1.764 5.760 -1.386
S 2.784 -0.570 0.725
C 2.564 -3.008 -1.810
C -2.645 3.671 -2.876
H 5.047 -2.103 4.062
H -0.453 2.601 -4.000
H -6.821 -2.844 1.238
H -0.095 2.754 1.955
C 4.074 -1.919 3.600
H 1.621 -3.366 0.621
H 3.368 2.014 -3.180
H -5.822 -2.227 2.550
C -4.831 -2.399 0.618
N 2.251 -0.233 3.407
H -0.028 5.641 -1.774
H -0.682 4.773 0.217
B -0.351 0.102 0.825
H -6.018 -2.758 -1.143
C 4.594 0.551 3.401
N -3.720 -1.464 1.028
C 0.115 0.313 3.398
H 2.171 -2.452 -3.859
H -2.810 2.624 -3.120
H -4.339 -2.342 -1.504
H -4.131 -4.006 1.893
H 3.799 2.240 -0.312
F -2.070 -1.927 -3.744
N 0.523 0.091 2.084
H -0.605 -3.273 -3.663
C -0.731 -2.199 -3.497
H 0.808 3.490 -3.127
C 2.905 2.742 -0.694
C 1.853 -0.252 2.097
C -0.201 3.552 -3.537
H 2.277 3.025 0.147
H 4.672 0.479 2.318
C 2.953 1.261 -2.496
H 1.723 -4.893 -0.298
F -0.035 -1.568 -4.545
H 3.607 -1.713 -3.115
H 4.167 -2.053 2.527
C 3.589 -0.382 5.473
H 2.904 -1.108 5.917
H 2.677 0.011 -4.195
N -0.916 3.136 -1.184
H 4.256 1.555 3.668

***

(9)
51
Properties=species:S:1:pos:R:3 method="wB97M-V/def2-TZVPD" relative_energy_kcal_mol=0.00 charge=+1 homo_ev="-10.5547 / -10.5592" e_tot_ev=-56252.89575
N 1.835 -4.467 2.416
C 2.701 -4.274 0.196
H -5.379 1.678 5.780
H -4.901 0.506 0.660
O 2.773 -4.718 -2.200
O 0.970 -1.217 1.289
I 1.367 1.841 -0.584
C -5.839 1.728 2.144
H -6.915 1.655 6.635
C -4.351 2.923 3.625
H 3.641 -5.940 -0.748
C 2.492 -4.970 1.359
H 2.545 -1.992 -3.792
C 2.423 -2.166 -1.063
C 1.470 -2.452 1.198
C 2.168 -2.970 0.107
C -3.452 1.483 1.912
C 2.900 -0.099 -4.750
C -3.265 2.363 2.985
H -5.546 2.544 7.339
H 4.427 -4.408 -1.079
H 2.363 2.944 -3.358
C -6.531 3.508 5.717
H -4.193 3.636 4.423
H 1.192 -1.906 4.019
C -4.754 1.180 1.493
C 2.421 1.868 -3.449
C 2.126 -0.344 -2.490
H -6.843 1.483 1.825
C -6.040 2.267 6.411
H 3.251 -2.450 -1.706
S -7.074 3.308 3.971
C 3.452 -4.886 -0.958
H 2.100 -5.401 -2.284
C 2.534 -0.914 -3.689
C -1.399 0.390 0.665
C -5.648 2.593 3.225
C -2.334 0.897 1.267
O -6.700 4.561 6.249
N 1.744 -1.117 -1.357
Rh 0.125 -0.380 -0.196
C 2.852 1.282 -4.632
C 2.062 1.042 -2.404
H 3.212 -0.550 -5.682
C 1.334 -3.255 2.366
H -0.349 -2.285 3.272
H 2.854 -5.987 1.464
H -2.261 2.620 3.295
H 3.135 1.911 -5.465
H 0.471 -3.506 4.283
C 0.614 -2.709 3.558

***

(10)
17
Properties=species:S:1:pos:R:3 method="wB97M-V/def2-TZVPD" relative_energy_kcal_mol=156.84 homo_ev=-8.5448 e_tot_ev=-13498.28188
C -1.521 -1.226 -0.784
H -0.323 0.314 -1.790
C -1.243 0.194 -1.142
O 2.927 0.838 0.914
C -0.968 1.085 0.066
O -0.998 -1.926 -1.787
H 2.607 1.310 0.040
O -1.896 0.833 1.098
C 0.701 -0.324 0.912
H 2.480 -1.339 0.816
H -1.221 -2.829 -1.570
C 2.197 -0.314 1.194
H -1.968 0.664 -1.646
H -0.912 2.259 -0.138
H -2.354 0.019 1.084
H 2.116 -0.423 2.255
O 0.375 0.866 0.476

***

(11)
22
Properties=species:S:1:pos:R:3 method="wB97M-V/def2-TZVPD" s2=0.7581 relative_energy_kcal_mol=21.27 charge=+1 homo_ev="-13.9355 / -13.9347" spin_multiplicity=2 e_tot_ev=-14470.89332
H -1.766 -0.348 1.585
H 0.305 2.689 -1.325
O 1.416 -2.420 2.037
H 1.791 -2.553 1.239
H 0.139 1.413 2.192
C -1.149 -0.746 -0.304
N -0.620 -1.689 -1.266
H 0.539 -0.712 2.616
H 1.238 2.019 -0.363
H 0.368 0.078 3.965
H -1.288 1.991 1.695
O -0.312 2.186 1.573
O -0.118 1.016 -4.984
H 0.642 0.686 -5.509
H -0.433 -2.455 -0.805
H 0.721 -3.145 2.205
O -0.053 -0.046 3.033
O 1.219 2.355 -1.273
H 0.179 1.917 -4.786
H 0.204 -1.344 -1.730
N -1.291 -0.993 0.964
H -1.728 0.104 -0.760

***

(12)
11
Properties=species:S:1:pos:R:3 method="wB97M-V/def2-TZVPD" relative_energy_kcal_mol=29.81 homo_ev=-8.8517 smiles="C=NC.SBr" e_tot_ev=-84536.81611
H 1.472 1.200 -1.030
H 1.652 -0.585 -1.537
C 0.673 -0.103 1.113
H 1.780 0.265 1.359
H 0.269 0.262 -2.057
H -1.363 -0.414 1.140
S -2.725 0.314 1.100
H 0.079 -0.281 2.021
N 0.194 -0.358 -0.024
Br -2.991 -0.493 -0.951
C 0.959 0.194 -1.132

***

(13)
20
Properties=species:S:1:pos:R:3 method="wB97M-V/def2-TZVPD" relative_energy_kcal_mol=74.02 homo_ev=-9.0249 smiles="C#C[C@](C)(C=C)c1nccs1" e_tot_ev=-21800.74947
S -1.847 -0.512 0.873
C -2.463 1.349 -0.683
H 1.108 -0.907 -2.339
H 1.828 1.379 2.574
C 1.159 1.161 1.715
C -0.678 0.142 -0.279
H 0.292 1.900 1.847
H 1.006 0.795 -2.076
H 2.455 -0.403 1.045
C 0.735 -0.421 -0.287
H 2.423 -0.142 -1.686
C -3.023 0.610 0.332
C 1.398 -0.174 -1.659
H 0.682 -4.024 0.630
C 0.661 -3.029 0.385
H -2.878 2.208 -1.265
C 1.521 0.220 0.857
C 0.680 -1.859 0.094
N -1.163 1.098 -0.936
H -3.895 0.606 0.856

***

(14)
16
Properties=species:S:1:pos:R:3 method="wB97M-V/def2-TZVPD" s2=0.7503 relative_energy_kcal_mol=5.40 charge=-1 homo_ev="1.5454 / -7.9315" spin_multiplicity=2 e_tot_ev=-4340.80226
H -0.690 -1.120 -1.983
H 0.340 0.815 1.873
H 1.756 0.837 2.887
C -1.237 -0.288 -1.526
H 0.484 -0.321 3.247
H -1.757 0.580 -3.425
H -0.659 -0.081 -0.623
H -0.645 1.601 -2.520
H -2.203 -0.709 -1.245
H 0.920 -1.374 0.988
H 2.492 -1.374 2.043
H -2.347 1.472 -1.987
C 1.716 -0.841 1.497
H 2.313 -0.299 0.757
C 1.017 0.168 2.433
C -1.500 0.934 -2.415

***

(15)
19
Properties=species:S:1:pos:R:3 method="wB97M-V/def2-TZVPD" relative_energy_kcal_mol=99.65 homo_ev=-7.4322 e_tot_ev=-22784.09037
O 2.232 0.494 -1.702
C 1.866 0.874 -0.690
H 0.366 -1.684 -1.494
C -0.690 -1.331 -1.714
H -1.316 -2.265 -1.693
H 1.198 -0.522 2.039
C -0.484 0.527 -0.087
H 3.184 1.878 0.680
H -2.885 -1.903 -0.174
C -1.210 -0.456 -0.622
H -2.571 -0.511 0.995
N 2.355 1.316 0.421
C -2.593 -0.801 -0.080
H -0.653 -0.934 -2.745
H 1.644 2.285 2.289
H -3.379 -0.177 -0.665
S -0.346 1.602 1.169
O 1.727 0.239 2.391
C 1.556 1.369 1.682